#a
Below is C3H5N3 as an isolated structure, with properties calculated with the ωB97M-V functional and the def2-TZVPD basis.

Last column: Mulliken charge in e.
Atoms and positions in Å:
C  -0.573  -1.080  -1.116  -0.72
N  0.410  -0.599  -0.173  -0.32
C  0.338  0.496  0.549  0.34
N  1.575  0.834  0.868  -0.54
C  -0.875  1.199  0.910  0.10
N  -1.850  1.752  1.196  -0.33
H  -1.582  -0.750  -0.839  0.30
H  -0.359  -0.719  -2.130  0.25
H  -0.558  -2.173  -1.131  0.23
H  1.695  -0.311  0.149  0.48
H  1.778  1.351  1.717  0.21

Total charge: 0
HOMO in eV: -9.34
LUMO level in Eh: 0.0107
Orbital gap in eV: 9.633

=====

#b
Below is C3H5N3 as an isolated structure, with properties calculated with the ωB97M-V functional and the def2-TZVPD basis.

Last column: Mulliken charge in e.
Atoms and positions in Å:
C  -1.472  -0.420  0.056  -0.72
N  -0.078  -0.040  -0.023  0.39
C  0.506  1.170  -0.016  0.09
N  1.806  1.105  -0.151  -0.45
C  2.098  -0.236  -0.373  -0.42
N  0.902  -0.954  -0.307  -0.50
H  -1.825  -0.780  -0.914  0.29
H  -1.595  -1.210  0.800  0.27
H  -2.060  0.450  0.358  0.29
H  -0.080  2.078  0.087  0.34
H  1.763  -1.211  0.489  0.43

Total charge: 0
HOMO in eV: -8.97
LUMO level in Eh: 0.0231
Orbital gap in eV: 9.593

=====

Here is how they stack up, most stable first: #a, #b.

=====

#a
Below is a 2-piece molecular cluster, C3H5N3 overall, with properties calculated with the ωB97M-V functional and the def2-TZVPD basis.

Last column: Mulliken charge in e.
Atoms and positions in Å:
C  -1.679  -0.468  0.023  -0.99
C  -0.213  -0.247  0.019  0.38
N  0.775  -0.934  -0.118  0.39
N  1.990  -0.921  -0.406  -0.80
N  1.979  1.444  -0.097  -0.49
C  0.812  1.597  0.007  0.10
H  -2.170  0.215  0.722  0.30
H  -2.074  -0.262  -0.978  0.27
H  -1.934  -1.497  0.291  0.29
H  2.540  -1.192  0.413  0.26
H  -0.026  2.264  0.122  0.29

Total charge: 0
HOMO in eV: -8.80
LUMO level in Eh: 0.0200
Orbital gap in eV: 9.343

=====

#b
Below is one molecule with the formula C3H5N3, with properties calculated with the ωB97M-V functional and the def2-TZVPD basis.

Last column: Mulliken charge in e.
Atoms and positions in Å:
N  -1.982  -0.359  0.306  -0.50
C  -0.654  -0.068  -0.007  0.41
C  0.144  1.109  -0.008  -0.51
C  1.436  0.624  -0.021  -0.35
N  1.355  -0.721  -0.057  0.23
N  0.093  -1.158  -0.101  -0.79
H  -2.731  0.077  -0.213  0.25
H  -1.987  -1.373  0.243  0.29
H  -0.147  2.152  0.014  0.33
H  2.394  1.116  0.053  0.41
H  2.079  -1.399  -0.211  0.23

Total charge: 0
HOMO in eV: -8.29
SMILES: Nc1cc[nH]n1
LUMO level in Eh: 0.0420
Orbital gap in eV: 9.437

=====

#c
Below is one molecule with the formula C3H5N3, with properties calculated with the ωB97M-V functional and the def2-TZVPD basis.

Last column: Mulliken charge in e.
Atoms and positions in Å:
C  1.695  -0.447  0.161  -0.82
N  0.321  -0.828  -0.052  -0.43
C  -0.693  -0.071  -0.104  0.64
N  -0.875  1.285  0.071  -0.44
C  -1.897  -0.793  -0.527  0.06
N  -2.776  -1.439  -0.911  -0.38
H  2.289  -1.343  -0.040  0.27
H  2.030  0.339  -0.529  0.32
H  1.918  -0.135  1.190  0.29
H  -0.188  1.813  0.585  0.23
H  -1.826  1.620  0.157  0.26

Total charge: 0
HOMO in eV: -9.83
SMILES: C/N=C(\N)C#N
LUMO level in Eh: 0.0223
Orbital gap in eV: 10.431

=====

#d
Below is one molecule with the formula C3H5N3, with properties calculated with the ωB97M-V functional and the def2-TZVPD basis.

Last column: Mulliken charge in e.
Atoms and positions in Å:
H  2.698  0.803  0.531  0.21
N  2.026  0.341  -0.049  -0.68
C  0.780  0.360  0.274  0.55
C  0.094  1.298  1.153  0.09
N  -0.419  2.077  1.837  -0.34
N  0.130  -0.663  -0.319  -0.26
C  -1.293  -0.788  -0.611  -0.71
H  1.031  -0.960  -0.801  0.32
H  -1.879  -0.223  0.128  0.29
H  -1.561  -0.411  -1.605  0.27
H  -1.608  -1.834  -0.539  0.25

Total charge: 0
HOMO in eV: -9.43
SMILES: [H]/N=C(\C#N)NC
LUMO level in Eh: 0.0174
Orbital gap in eV: 9.899

=====

Here is how they stack up, most stable first: #b, #c, #d, #a.

=====

#a
Below is one molecule with the formula C3H5N3, with properties calculated with the ωB97M-V functional and the def2-TZVPD basis.

Last column: Mulliken charge in e.
Atoms and positions in Å:
H  1.461  1.412  -1.742  0.22
N  0.770  1.464  -1.010  -0.64
C  0.454  0.384  -0.408  0.25
C  -0.417  0.504  0.789  -0.21
C  -0.906  -0.894  0.921  -0.30
N  -0.355  -1.704  0.079  -0.58
N  0.551  -0.958  -0.678  0.06
H  -0.861  1.490  0.303  0.27
H  0.082  0.926  1.666  0.27
H  -1.615  -1.275  1.645  0.41
H  0.836  -1.348  -1.563  0.25

Total charge: 0
HOMO in eV: -8.78
SMILES: [H]/N=C1/CC=NN1
LUMO level in Eh: 0.0377
Orbital gap in eV: 9.803

=====

#b
Below is one molecule with the formula C3H5N3, with properties calculated with the ωB97M-V functional and the def2-TZVPD basis.

Last column: Mulliken charge in e.
Atoms and positions in Å:
C  -0.601  0.886  1.336  -0.78
N  0.067  1.038  0.059  -0.46
C  0.377  -0.010  -0.585  0.69
N  0.158  -1.341  -0.238  -0.52
C  1.082  0.137  -1.856  0.10
N  1.611  0.145  -2.885  -0.37
H  -0.142  1.579  2.047  0.29
H  -1.653  1.178  1.234  0.27
H  -0.553  -0.125  1.763  0.31
H  -0.772  -1.574  0.077  0.21
H  0.528  -2.017  -0.886  0.25

Total charge: 0
HOMO in eV: -10.06
SMILES: C/N=C(\N)C#N
LUMO level in Eh: 0.0244
Orbital gap in eV: 10.725

=====

Here is how they stack up, most stable first: #b, #a.

=====

#a
Below is one molecule with the formula C3H5N3, with properties calculated with the ωB97M-V functional and the def2-TZVPD basis.

Last column: Mulliken charge in e.
Atoms and positions in Å:
H  -0.551  2.075  0.188  0.19
N  0.067  1.399  -0.269  -0.64
C  -0.455  0.189  -0.227  0.50
N  -1.724  -0.107  0.138  -0.42
C  0.588  -0.805  -0.176  -0.46
C  1.826  -0.038  0.218  0.13
N  1.451  -0.881  1.068  -0.48
H  -2.466  0.511  -0.156  0.24
H  -1.973  -1.076  0.285  0.22
H  0.567  -1.698  -0.782  0.43
H  2.670  0.431  -0.288  0.29

Total charge: 0
HOMO in eV: -9.32
SMILES: [H]/N=C(\N)[C@H]1C=N1
LUMO level in Eh: 0.0356
Orbital gap in eV: 10.289

=====

#b
Below is one molecule with the formula C3H5N3, with properties calculated with the ωB97M-V functional and the def2-TZVPD basis.

Last column: Mulliken charge in e.
Atoms and positions in Å:
N  2.032  -0.262  -0.181  -0.54
C  0.595  -0.249  0.041  0.53
C  -0.174  0.946  0.040  -0.33
C  -1.487  0.493  -0.074  -0.56
N  -1.431  -0.893  -0.119  0.09
N  -0.125  -1.376  -0.022  -0.71
H  2.605  -1.057  0.311  0.27
H  2.501  0.844  -0.063  0.26
H  0.125  1.951  0.069  0.34
H  -2.380  1.107  -0.226  0.37
H  -2.263  -1.504  0.223  0.28

Total charge: 0
HOMO in eV: -8.36
SMILES: Nc1cc[nH]n1
LUMO level in Eh: 0.0396
Orbital gap in eV: 9.440

=====

Here is how they stack up, most stable first: #b, #a.